# 1
{
  "formula": "C40H49BrClF17N4O5P",
  "method": "wB97M-V/def2-TZVPD",
  "symbols": ["C", "C", "C", "N", "Br", "C", "N", "C", "C", "C", "C", "O", "N", "C", "C", "C", "C", "C", "C", "C", "C", "C", "F", "C", "C", "C", "O", "C", "C", "P", "O", "Cl", "N", "C", "C", "C", "C", "C", "C", "C", "C", "H", "H", "H", "H", "H", "H", "H", "H", "H", "H", "H", "H", "H", "H", "H", "H", "H", "H", "H", "H", "H", "H", "H", "H", "H", "H", "H", "H", "H", "H", "H", "H", "H", "H", "H", "H", "H", "H", "H", "H", "H", "C", "C", "C", "F", "F", "F", "F", "O", "C", "C", "F", "F", "F", "F", "H", "H", "H", "H", "C", "C", "C", "F", "F", "F", "F", "O", "C", "C", "F", "F", "F", "F", "H", "H", "H", "H"],
  "xyz": [[-0.68982, 3.40429, -4.51619], [-1.27803, 3.07842, -3.30041], [-0.51139, 3.52119, -2.02356], [-0.74004, 2.66280, -0.82143], [-1.61631, 3.39574, 0.64420], [-0.31156, 1.44709, -0.82870], [0.41941, 0.81119, -1.90806], [1.42379, -0.17677, -1.36408], [1.05052, -1.47850, -2.19514], [1.84246, -2.79274, -1.76715], [1.09112, -4.00844, -2.46156], [0.80266, -4.94202, -1.74666], [0.80164, -3.98412, -3.86148], [-0.57894, -4.32291, -4.17211], [-0.81749, -5.55274, -4.95262], [-2.18392, -5.94063, -5.31273], [-3.36613, -5.14148, -4.93367], [-3.13170, -3.91664, -4.18128], [-1.75239, -3.54483, -3.80821], [2.94555, 0.07032, -1.79503], [3.18228, 1.51568, -2.42351], [4.68496, 1.94994, -2.10645], [2.96392, 1.53034, -3.81672], [1.03711, -0.05156, 0.16290], [1.59075, -1.03811, 1.25337], [0.67039, -2.25588, 1.61921], [1.29156, -2.94833, 2.69459], [0.52579, -4.07918, 3.11686], [-0.82341, -3.72278, 3.86169], [1.91373, 1.61317, 0.67190], [1.02784, 2.12061, 2.01893], [3.82404, 1.23700, 1.43142], [-0.37761, 0.41373, 0.23780], [-1.42669, -0.55222, -0.20187], [-2.60665, -0.77817, 0.82598], [-3.23821, 0.52193, 1.40593], [-2.71390, 0.98592, 2.70818], [-3.25620, 2.21818, 3.27539], [-4.29222, 2.92611, 2.52786], [-4.83059, 2.45157, 1.24132], [-4.29527, 1.21836, 0.66891], [-1.25639, 4.01166, -5.26828], [0.36485, 3.13549, -4.77617], [-2.27584, 2.55969, -3.27457], [-0.70939, 4.58932, -1.74417], [0.59175, 3.43494, -2.26948], [-0.16226, 0.46855, -2.67357], [1.36170, -1.28147, -3.26628], [-0.05964, -1.67105, -2.27063], [2.89924, -2.71680, -2.16158], [1.92857, -2.92953, -0.66604], [1.10789, -3.11975, -4.30964], [0.00572, -6.21501, -5.31336], [-2.39903, -6.86532, -5.90174], [-4.40958, -5.44644, -5.19778], [-3.98031, -3.26467, -3.88394], [-1.65094, -2.58625, -3.24425], [3.66424, -0.13347, -0.95153], [3.27061, -0.63847, -2.61059], [2.49189, 2.27557, -1.96416], [4.76857, 3.04668, -1.89689], [5.27655, 1.64092, -3.01703], [5.11139, 1.40381, -1.23078], [2.56151, -1.45971, 0.86143], [1.78795, -0.49916, 2.22501], [-0.29177, -1.81870, 2.03606], [0.36278, -2.90298, 0.75375], [1.17162, -4.63736, 3.85457], [0.32259, -4.81757, 2.28437], [-0.79508, -2.61421, 4.08156], [-0.96818, -4.25181, 4.83554], [-1.67133, -3.87907, 3.14181], [0.95146, 1.40264, 2.67799], [-1.91183, -0.28314, -1.18780], [-0.98317, -1.57665, -0.37583], [-2.35749, -1.45606, 1.67973], [-3.42568, -1.30063, 0.24566], [-1.89773, 0.38446, 3.18344], [-2.81855, 2.56472, 4.24455], [-4.67418, 3.88523, 2.96439], [-5.62813, 3.04580, 0.72855], [-4.63444, 0.78926, -0.29926], [-0.84456, -3.42615, 9.94004], [-1.68317, -4.45261, 10.72676], [-1.95061, -5.79182, 10.03323], [-2.60140, -5.65324, 8.86132], [-2.72801, -6.57132, 10.82228], [-2.83750, -3.86665, 11.11707], [-0.99469, -4.72355, 11.87218], [-1.54746, -2.42246, 9.20169], [-2.03272, -2.75729, 7.93554], [-3.56371, -2.79124, 7.87546], [-4.08373, -3.60990, 8.80934], [-3.97677, -3.25028, 6.66854], [-1.46183, -3.90644, 7.52408], [-1.58085, -1.79523, 7.09608], [-0.29386, -2.85752, 10.69041], [-0.07446, -3.90526, 9.33252], [-1.01434, -6.32744, 9.85133], [-3.97758, -1.79342, 8.03235], [2.69782, 7.16962, -4.35826], [2.23150, 5.77958, -4.83504], [3.33221, 4.76900, -5.16839], [4.15685, 5.19597, -6.13820], [2.77340, 3.61364, -5.60926], [1.38102, 5.93458, -5.87348], [1.48468, 5.24479, -3.81524], [2.77623, 8.21005, -5.33012], [3.92500, 8.27570, -6.13052], [3.64161, 7.96186, -7.60377], [3.02865, 6.76791, -7.75285], [4.79758, 7.90506, -8.30272], [4.88711, 7.49644, -5.59925], [4.37637, 9.54268, -6.03450], [1.92861, 7.51824, -3.66721], [3.60778, 7.11267, -3.75732], [3.92832, 4.53696, -4.28031], [3.00145, 8.72806, -8.04466]],
  "forces_ev_per_angstrom": [[-0.474, -0.217, 0.742], [0.681, 0.475, -0.711], [0.984, -0.979, -1.269], [-0.085, -0.538, -0.408], [0.094, -0.085, -0.271], [1.223, -3.272, -0.488], [0.027, 2.106, 0.812], [-1.278, -1.343, -1.686], [0.417, -0.841, 0.153], [-0.156, 0.591, -1.677], [0.940, -0.181, 1.217], [-0.353, 0.439, -0.752], [-0.658, 1.018, 1.518], [-2.555, -1.976, -1.679], [-2.081, 0.953, 0.331], [-0.387, 1.536, 0.900], [2.465, 0.877, 0.777], [1.971, -1.525, -0.618], [-0.554, -0.784, -0.739], [-0.140, 1.084, -0.514], [1.269, 0.253, 1.825], [-0.407, -0.376, -0.873], [0.029, -0.336, 1.096], [1.706, 0.064, 1.377], [-0.674, -1.422, -0.475], [-0.969, 1.215, 0.795], [-0.452, -0.348, -0.980], [-0.213, -1.464, 1.354], [0.257, 1.037, -0.908], [-0.543, 1.825, 0.781], [1.335, -1.478, -1.076], [-0.811, -0.328, -0.031], [0.119, 1.434, -0.774], [-1.116, -1.707, 0.275], [-1.029, 0.515, -0.203], [0.104, 0.724, 0.862], [-1.963, 1.117, -1.754], [-0.068, -1.429, -1.928], [0.439, -0.813, -0.507], [1.571, -1.059, 1.184], [1.052, 0.927, 2.337], [0.062, -1.914, 0.010], [-0.554, 1.423, 0.904], [0.360, 1.863, 0.347], [-0.148, -1.182, -0.243], [-1.037, 0.186, 0.336], [0.336, 0.554, 0.071], [-0.345, 0.163, 1.129], [1.157, 0.154, 0.535], [-1.074, -0.156, 0.340], [-0.419, -0.241, -1.004], [-0.172, -0.354, 0.105], [-0.642, 0.877, 0.588], [0.569, 0.887, 0.609], [1.247, 0.238, 0.193], [0.813, -0.547, -0.218], [0.085, -0.937, -0.481], [-0.933, 0.444, -0.714], [-0.634, 0.617, 0.861], [0.548, -0.891, -0.646], [-0.011, -0.946, -0.431], [-0.394, 0.597, 0.974], [-0.497, 0.480, -0.693], [-0.807, 0.676, 0.558], [-0.109, -0.643, -1.003], [0.802, -0.377, -0.637], [0.630, 0.253, 0.653], [-0.428, 0.741, -0.870], [0.291, 1.003, 0.529], [-0.067, -1.093, -0.010], [0.099, 0.267, -1.058], [0.505, -0.009, 1.001], [-0.137, 0.377, -0.095], [0.654, 0.102, 0.970], [-0.243, 1.183, 0.165], [0.146, 0.582, -0.803], [0.944, 0.368, 0.535], [-0.938, 0.748, -0.342], [-0.781, -0.067, -1.027], [0.276, -1.086, -0.550], [0.880, -0.704, 0.560], [0.136, 0.498, 0.861], [0.634, 0.428, 0.145], [-0.389, 0.811, 0.057], [-0.065, -0.773, 0.206], [0.055, 0.031, 0.089], [0.108, 0.217, 0.138], [-0.010, -0.210, -0.121], [0.198, -0.282, -0.293], [-0.765, -0.802, -0.487], [1.479, 0.083, 0.879], [-0.746, 0.006, 0.019], [0.189, 0.194, -0.066], [0.338, 0.102, -0.095], [-0.351, 0.082, -0.422], [-0.442, 0.061, -0.104], [-0.228, -0.004, 0.071], [-0.251, -0.162, -0.052], [0.076, 0.128, 0.031], [0.190, 0.095, -0.028], [-0.129, 0.566, 0.552], [-0.244, 0.880, -0.557], [0.220, -0.724, 0.000], [-0.139, -0.039, 0.126], [-0.267, 0.160, 0.074], [0.112, -0.240, 0.061], [0.436, -0.074, 0.220], [0.450, -0.828, -0.681], [-0.168, 0.254, 1.485], [-0.111, -0.064, -0.754], [-0.030, 0.181, 0.157], [0.058, 0.150, 0.322], [0.159, 0.098, -0.420], [-0.146, -0.086, -0.414], [-0.112, -0.073, -0.180], [0.060, -0.204, -0.234], [-0.071, 0.089, 0.079], [0.018, 0.126, 0.172]],
  "lowdin_charge": [0.03, -0.15, -0.19, -0.38, 1.04, -0.36, 0.12, -0.34, -0.13, -0.06, -0.43, 0.09, 0.09, -0.23, 0.00, -0.06, -0.07, -0.08, -0.03, -0.09, -0.36, -0.04, -0.04, -0.43, -0.14, -0.22, -0.16, -0.25, -0.07, 0.72, -0.36, 0.32, -0.02, -0.14, -0.13, -0.24, -0.07, -0.11, -0.12, -0.10, -0.06, 0.09, 0.07, 0.11, 0.12, 0.12, 0.14, 0.13, 0.08, 0.13, 0.10, 0.12, 0.11, 0.10, 0.10, 0.09, 0.08, 0.09, 0.13, 0.08, 0.08, 0.10, 0.05, 0.12, 0.09, 0.10, 0.13, 0.13, 0.13, 0.07, 0.07, 0.08, 0.06, 0.14, 0.12, 0.10, 0.13, 0.11, 0.11, 0.11, 0.11, 0.11, -0.04, -0.44, -0.30, 0.09, 0.10, 0.13, 0.11, 0.04, -0.52, -0.28, 0.10, 0.09, 0.13, 0.13, 0.15, 0.14, 0.17, 0.18, -0.05, -0.43, -0.30, 0.11, 0.08, 0.13, 0.07, 0.04, -0.51, -0.28, 0.09, 0.11, 0.14, 0.15, 0.15, 0.15, 0.17, 0.18],
  "charge": 1,
  "e_homo_ha": -0.41284,
  "fmax_ev_per_a": 3.640
}

***

# 2
{
  "formula": "C40H49N4O2ScSi",
  "method": "wB97M-V/def2-TZVPD",
  "symbols": ["Sc", "C", "C", "C", "C", "C", "C", "C", "N", "C", "C", "C", "C", "C", "C", "C", "N", "C", "C", "C", "C", "H", "H", "H", "H", "H", "H", "H", "H", "H", "H", "H", "H", "H", "H", "H", "H", "H", "H", "H", "H", "H", "H", "H", "H", "N", "C", "O", "C", "C", "C", "N", "C", "C", "H", "H", "H", "H", "H", "H", "C", "C", "C", "C", "Si", "O", "C", "C", "C", "C", "C", "C", "C", "C", "C", "C", "C", "C", "H", "H", "H", "H", "H", "H", "H", "H", "H", "H", "H", "H", "H", "H", "H", "H", "H", "H", "H"],
  "xyz": [[0.46531, 0.25051, -1.00984], [-4.32855, 2.90557, 3.48802], [-4.77045, 2.48202, 2.06245], [-5.34020, 3.79007, 1.48496], [-5.90886, 1.49582, 2.10592], [-3.55095, 1.94455, 1.33805], [-3.06564, 2.62595, 0.20587], [-1.92418, 2.13172, -0.40553], [-1.24662, 1.03626, 0.01953], [-1.74700, 0.35361, 1.09672], [-2.92904, 0.76682, 1.69604], [-0.90464, -0.76364, 1.52217], [-1.36689, -1.56481, 2.54986], [-0.55312, -2.54184, 3.09664], [0.64817, -2.77004, 2.38071], [1.00471, -1.98106, 1.31690], [0.29957, -0.94071, 0.94198], [-0.83091, -3.42315, 4.24295], [0.33705, -3.31123, 5.23207], [-0.90262, -4.84740, 3.68511], [-2.15317, -3.03223, 4.92916], [-5.14873, 3.47074, 3.89118], [-3.41261, 3.50541, 3.50100], [-4.16787, 2.04179, 4.15414], [-6.15908, 4.12047, 2.15043], [-5.75017, 3.72107, 0.47682], [-4.54619, 4.53184, 1.46507], [-6.72417, 1.83892, 2.75997], [-5.54554, 0.50907, 2.51321], [-6.32526, 1.24109, 1.14700], [-3.42724, 3.53632, -0.18343], [-1.45291, 2.62377, -1.26554], [-3.28028, 0.22751, 2.53940], [-2.37600, -1.39729, 2.91244], [1.37919, -3.52352, 2.59415], [1.96780, -2.12128, 0.87814], [1.33364, -3.36455, 4.72094], [0.25487, -4.10105, 5.93435], [0.26756, -2.33831, 5.72010], [0.03406, -5.19816, 3.14871], [-1.73234, -4.97939, 2.93720], [-1.04628, -5.52914, 4.51920], [-2.14846, -2.01575, 5.33246], [-2.30008, -3.68352, 5.77456], [-2.99788, -3.26604, 4.23963], [-3.95499, -4.11670, -4.92674], [-3.41464, -4.13442, -3.69307], [-3.74819, -4.86580, -2.77577], [-2.40994, -3.04355, -3.36355], [-1.68354, -3.25206, -2.19155], [-0.91770, -2.25507, -1.70713], [-0.77311, -1.07402, -2.29558], [-1.44464, -0.86777, -3.46784], [-2.23939, -1.82367, -4.04575], [-4.58108, -4.85913, -5.13089], [-3.52909, -3.62729, -5.70164], [-1.75310, -4.19238, -1.66304], [-0.37277, -2.47033, -0.78731], [-1.32621, 0.17464, -3.83670], [-2.76530, -1.61223, -4.94993], [4.76626, 2.98532, 0.25396], [3.27705, 2.91075, -0.09180], [2.73148, 4.33534, -0.36378], [2.54251, 2.30140, 1.11721], [2.86628, 1.83044, -1.63357], [1.19163, 1.78791, -1.80008], [3.70552, 2.29293, -3.20275], [4.95812, 1.75959, -3.46854], [5.70492, 2.15716, -4.57377], [5.15114, 3.13934, -5.40654], [3.88903, 3.65980, -5.18116], [3.18761, 3.25263, -4.05073], [3.19197, -0.02824, -1.36023], [2.64059, -0.90316, -2.27715], [2.87043, -2.27985, -2.31243], [3.82091, -2.82379, -1.45145], [4.44487, -1.98179, -0.54204], [4.09663, -0.62996, -0.47650], [4.92008, 3.78733, 1.00865], [5.44996, 3.24436, -0.54906], [5.06086, 2.00962, 0.67994], [2.86743, 4.93230, 0.55368], [1.66262, 4.23359, -0.55515], [3.14643, 4.81580, -1.23967], [2.78644, 2.83989, 2.02790], [2.93188, 1.25392, 1.30033], [1.47934, 2.29170, 1.11303], [5.37722, 0.95517, -2.85987], [6.67518, 1.76199, -4.84268], [5.64954, 3.43192, -6.26336], [3.44614, 4.42043, -5.83256], [2.19231, 3.70362, -3.88835], [2.02500, -0.54247, -3.10860], [2.26912, -2.96308, -2.93424], [4.13742, -3.88486, -1.47752], [5.19693, -2.41912, 0.11275], [4.67483, -0.07493, 0.27176]],
  "forces_ev_per_angstrom": [[0.677, -0.050, -0.362], [0.282, -1.125, 0.185], [-0.037, 1.138, 0.378], [0.105, 0.010, -0.182], [0.288, -1.992, 1.241], [-1.084, 1.073, -1.465], [1.523, -1.373, 0.442], [0.652, -0.277, -0.162], [-1.308, 0.442, 0.732], [0.083, 1.280, -1.514], [1.109, -0.221, 0.159], [-0.215, -0.470, 0.736], [-0.223, -0.030, 0.248], [1.453, -0.247, -1.587], [-0.220, 0.438, -0.228], [0.569, -0.429, 1.270], [-1.313, 1.517, -0.985], [-0.395, -0.005, 0.359], [0.608, 0.887, -1.109], [0.140, -0.959, -1.110], [-0.090, -0.831, -0.579], [-0.167, 0.332, 0.441], [-0.230, 0.026, -0.155], [0.001, 0.179, -0.247], [0.501, -0.031, -0.397], [0.015, -0.246, -0.047], [-0.135, 0.411, 0.115], [0.338, -0.019, -0.205], [-0.462, 0.827, -0.119], [-0.126, 0.250, -0.592], [-0.757, 0.739, -0.124], [-0.362, -0.021, 0.316], [-0.383, -0.266, 0.554], [0.348, -0.118, 0.185], [-0.126, -0.422, 0.536], [0.465, -0.091, -0.586], [-0.882, -0.096, 0.562], [0.055, -0.629, 0.854], [0.183, -0.097, 0.238], [-0.938, 0.628, 0.754], [0.589, 0.164, 0.817], [-0.201, -0.182, -0.025], [-0.116, -0.006, -0.387], [-0.050, -0.295, 0.413], [0.393, 0.611, 0.495], [0.606, 0.326, 0.084], [-0.197, 0.210, 0.600], [0.131, 0.199, -0.831], [0.374, 0.255, 0.058], [-1.006, -0.887, -0.855], [1.045, -0.213, 0.857], [-0.541, 0.514, -0.880], [0.956, 1.439, 0.937], [-0.172, -0.869, 0.734], [-0.558, -0.529, -0.306], [-0.099, -0.159, 0.223], [-0.184, 0.021, -0.051], [0.008, 0.361, -0.216], [-0.193, -1.054, -0.156], [-0.250, 0.193, -0.404], [0.048, -0.146, 0.716], [-0.369, 0.089, -0.768], [-0.551, -0.820, 0.522], [1.771, -1.139, 0.343], [0.022, 0.687, 0.525], [0.045, -0.280, 0.321], [-0.125, -0.045, 0.577], [1.129, -0.772, -0.403], [-0.838, 0.873, -0.275], [-0.756, -0.920, 1.118], [-0.221, 0.297, 0.444], [-0.909, 0.772, -0.641], [0.736, -0.050, 0.634], [-1.263, -0.860, -1.296], [-0.107, -0.867, 0.457], [0.122, -0.479, -0.117], [-0.164, 0.108, -0.090], [1.111, -0.206, 0.941], [-0.112, -0.614, -0.150], [-0.169, -0.130, -0.412], [0.277, 0.547, -0.047], [0.024, 0.041, -0.485], [-0.207, 0.283, 0.078], [0.437, 0.169, -0.027], [0.215, 0.269, 0.195], [-0.554, 0.887, -0.129], [-1.178, -0.017, -0.531], [-0.171, 0.242, 0.104], [-0.036, -0.188, 0.310], [1.149, 0.597, -1.547], [0.312, -0.375, 0.136], [0.559, -0.363, 0.117], [-0.070, 0.260, 0.236], [0.538, 0.643, -0.063], [-0.534, 0.720, -0.112], [-0.098, 0.385, -0.022], [-0.545, 0.174, -0.318]],
  "lowdin_charge": [1.07, -0.03, -0.56, -0.06, -0.04, -0.10, 0.05, -0.06, 0.00, -0.15, 0.07, -0.19, 0.09, -0.13, 0.03, -0.11, 0.02, -0.58, -0.01, -0.03, -0.04, 0.08, 0.10, 0.09, 0.10, 0.09, 0.09, 0.11, 0.10, 0.09, 0.11, 0.13, 0.11, 0.12, 0.12, 0.11, 0.10, 0.08, 0.10, 0.10, 0.11, 0.09, 0.10, 0.09, 0.10, 0.20, -0.48, 0.09, -0.06, 0.03, -0.13, -0.03, -0.06, 0.03, 0.12, 0.12, 0.14, 0.11, 0.14, 0.12, -0.07, -0.59, -0.07, -0.09, 0.56, -0.36, -0.25, -0.09, -0.04, -0.06, -0.06, -0.09, -0.27, -0.17, -0.05, -0.06, -0.06, -0.07, 0.10, 0.08, 0.07, 0.10, 0.07, 0.08, 0.09, 0.09, 0.05, 0.11, 0.11, 0.09, 0.12, 0.12, 0.11, 0.13, 0.13, 0.12, 0.11],
  "de_lowest_ev": 0.000,
  "charge": 2,
  "e_homo_ha": -0.49094,
  "fmax_ev_per_a": 2.365
}